*1*
H7O3 | ωB97M-V/def2-TZVPD

Properties
charge: +1
Kohn-Sham gap: 13.85 eV
highest occupied orbital energy: -17.37 eV

Last column: Mulliken charge in e.
CARTESIAN COORDINATES (ANGSTROEM)
O -2.34 0.24 0.22  -0.611
O 2.33 0.19 0.21  -0.595
O 0.02 -0.53 -0.14  -0.512
H -2.65 0.57 1.07  0.336
H -3.05 0.37 -0.43  0.338
H -0.94 -0.10 0.03  0.461
H 1.09 -0.25 -0.04  0.462
H -0.04 -1.25 -0.79  0.370
H 2.45 1.06 -0.23  0.385
H 3.13 -0.30 0.08  0.366


*2*
H7O3 | ωB97M-V/def2-TZVPD

Properties
charge: +1
Kohn-Sham gap: 12.84 eV
highest occupied orbital energy: -16.64 eV

Last column: Mulliken charge in e.
CARTESIAN COORDINATES (ANGSTROEM)
H 0.28 -0.46 2.79  0.385
H 0.82 1.06 -2.83  0.332
O 0.55 0.74 -1.96  -0.708
H 0.08 0.94 2.09  0.384
H -0.85 -1.79 -0.21  0.415
O 0.34 0.02 1.96  -0.586
H -0.23 -0.48 -0.92  0.427
H -0.22 -0.49 0.90  0.447
H -0.19 1.34 -1.74  0.347
O -0.59 -0.87 -0.09  -0.443


Energy ordering: *1* at the bottom, the next structure 0.0061 hartree above.


*1*
C3H8Si2 | ωB97M-V/def2-TZVPD

Properties
charge: 0
Kohn-Sham gap: 7.57 eV
highest occupied orbital energy: -8.11 eV

Last column: Mulliken charge in e.
CARTESIAN COORDINATES (ANGSTROEM)
H 1.94 -1.28 0.51  0.454
H 2.37 1.32 -1.46  -0.074
H -2.08 -1.22 0.08  0.387
Si -1.38 1.23 0.10  0.308
C 0.01 -1.33 0.21  0.032
H -1.82 1.38 1.50  -0.086
H 2.94 1.24 0.64  -0.134
H -2.32 2.13 -0.60  -0.107
H -1.24 -0.84 -1.37  0.324
H -0.08 -2.35 0.46  0.364
C 1.17 -0.68 0.24  -0.771
Si 1.72 1.09 -0.01  0.112
C -1.22 -0.70 -0.30  -0.809


*2*
C3H8Si2 | ωB97M-V/def2-TZVPD

Properties
charge: 0
SMILES: C=CC(=[SiH2])[SiH3]
Kohn-Sham gap: 7.95 eV
highest occupied orbital energy: -8.16 eV

Last column: Mulliken charge in e.
CARTESIAN COORDINATES (ANGSTROEM)
C -0.37 0.33 0.05  0.283
Si 0.13 1.92 0.30  0.255
C 2.15 -0.72 -0.43  -0.787
H -3.10 0.22 -0.76  -0.113
C 0.87 -0.56 0.03  -0.216
H 0.59 -1.53 0.50  0.144
H 2.74 -0.03 -1.06  0.241
H 2.71 -1.61 -0.31  0.254
H -0.67 2.93 0.86  -0.105
Si -2.05 -0.58 -0.05  0.351
H -1.69 -1.99 -0.53  -0.102
H 1.53 2.28 0.21  -0.093
H -2.85 -0.67 1.19  -0.112


Energy ordering: *1* at the bottom, the next structure 0.0051 hartree above.